The following is a quantum chemistry calculation of a cluster of 2 separate species, C5H8O in total in a non-equilibrium geometry, from OMol25.

CARTESIAN COORDINATES (ANGSTROEM)
H -2.2215 1.2029 0.2561
H -1.4105 -0.8151 -1.8785
C -1.7381 0.2395 0.0614
C -0.2861 0.1828 0.5119
H 1.0951 0.6671 -1.1609
C 2.1147 -0.4987 1.0738
H -1.4246 0.9585 -2.0406
C 0.2100 0.1976 -0.7451
C -1.1608 0.1287 -1.3782
H 1.8876 -1.5309 0.9203
H -2.3881 -0.5708 0.4067
H 2.6473 -0.0410 0.2492
O 0.2540 0.0551 1.6933
H 2.4209 -0.1756 2.0306

Results
- Energy above the lowest of the compared OMol25 structures with the same formula, charge and spin: 457.2 kJ/mol
- Total charge: 0
- Highest occupied orbital energy: -7.825 eV
- Orbital gap: 7.23 eV

The Mulliken scheme yields these atomic charges, measured in e:
1. H 0.221
2. H 0.199
3. C -0.514
4. C 0.704
5. H 0.263
6. C -0.515
7. H 0.240
8. C -0.752
9. C -0.374
10. H 0.326
11. H 0.263
12. H 0.287
13. O -0.608
14. H 0.260



The following is a quantum chemistry calculation of the molecule C5H8O, from OMol25.

CARTESIAN COORDINATES (ANGSTROEM)
C -0.3787 -0.1282 0.5448
H -0.3981 -1.1206 0.0581
C 1.4062 -1.5912 -0.9367
O 2.5132 0.0383 -1.6514
H 1.0687 1.5282 0.2937
H -1.8807 1.3321 1.1431
H 0.0583 -0.2793 1.5404
H 0.0067 1.2987 -1.0873
C -1.8200 0.3565 0.6459
C 1.5333 -0.1779 -0.9345
H -2.2630 0.4444 -0.3549
H -2.4192 -0.3624 1.2145
H 2.0258 -2.1006 -0.1807
C 0.5476 0.7620 -0.2948

Results
- Energy above the lowest of the compared OMol25 structures with the same formula, charge and spin: 396.2 kJ/mol
- Total charge: 0
- Highest occupied orbital energy: -9.367 eV
- Orbital gap: 8.88 eV

The Mulliken scheme yields these atomic charges, measured in e:
1. C -0.312
2. H 0.297
3. C -0.516
4. O -0.562
5. H 0.302
6. H 0.322
7. H 0.309
8. H 0.289
9. C -1.321
10. C 0.650
11. H 0.346
12. H 0.349
13. H 0.240
14. C -0.394



The following is a quantum chemistry calculation of the molecule C5H8O, from OMol25.

CARTESIAN COORDINATES (ANGSTROEM)
C -0.6445 0.0217 0.2581
H 2.1216 -1.3387 0.6668
H -2.2771 0.8588 1.4383
O 0.2460 -0.5369 1.1430
C 1.5620 -0.4043 0.5446
H -2.6177 0.5021 -0.2636
H -0.6365 0.8130 -1.7331
C 1.3452 -0.0094 -0.9290
C -2.0871 0.1482 0.6265
H 1.9559 0.8516 -1.2107
H 1.5571 -0.8269 -1.6330
H 2.0930 0.3833 1.0906
C -0.1068 0.3565 -0.9104
H -2.5110 -0.8190 0.9120

Results
- Energy above the lowest of the compared OMol25 structures with the same formula, charge and spin: 79.1 kJ/mol
- Structure (SMILES): CC1=CCCO1
- Total charge: 0
- Highest occupied orbital energy: -8.197 eV
- Orbital gap: 9.33 eV

The Mulliken scheme yields these atomic charges, measured in e:
1. C 0.397
2. H 0.267
3. H 0.277
4. O -0.439
5. C -0.401
6. H 0.267
7. H 0.334
8. C -0.405
9. C -1.104
10. H 0.276
11. H 0.237
12. H 0.242
13. C -0.236
14. H 0.290



The following is a quantum chemistry calculation of the molecule C5H8O, from OMol25.

CARTESIAN COORDINATES (ANGSTROEM)
H -0.6221 -2.3990 -0.4957
C -1.5594 0.6465 0.0465
H -2.6078 0.5294 -0.2544
H 2.6098 0.2691 1.4874
C 1.6265 -0.2632 -0.3532
H -1.0104 1.1717 -0.7483
C -0.5230 -1.3480 -0.7749
C 0.9022 -0.9907 -0.9994
H 0.8699 0.5717 1.2108
H -1.1402 -1.1431 -1.6567
O -1.0007 -0.6128 0.3525
H 2.1022 1.6657 0.4744
C 1.8817 0.6343 0.7608
H -1.5288 1.2685 0.9500

Results
- Energy above the lowest of the compared OMol25 structures with the same formula, charge and spin: 351.1 kJ/mol
- Structure (SMILES): CC#CCOC
- Total charge: 0
- Highest occupied orbital energy: -9.411 eV
- Orbital gap: 10.37 eV

The Mulliken scheme yields these atomic charges, measured in e:
1. H 0.315
2. C -0.796
3. H 0.307
4. H 0.305
5. C 0.137
6. H 0.371
7. C -0.264
8. C -0.225
9. H 0.182
10. H 0.325
11. O -0.390
12. H 0.257
13. C -0.794
14. H 0.268



The following is a quantum chemistry calculation of the molecule C5H8O in a non-equilibrium geometry, from OMol25.

CARTESIAN COORDINATES (ANGSTROEM)
H 1.2709 -1.1327 -0.5462
C 1.2453 -0.3663 0.2383
H 2.1779 1.1698 -0.9472
C -2.3620 -0.1523 0.2054
H 3.2980 0.2171 0.0435
H -0.8344 -1.4633 0.8581
C 2.3074 0.6791 0.0212
H 1.3487 -0.8579 1.2127
C -3.1370 0.9654 0.0775
H 2.2522 1.4365 0.8064
H -2.6353 -1.1770 -0.0839
O -0.0292 0.2907 0.1896
C -1.0564 -0.4594 0.4687
H -4.1100 0.7519 -0.3944

Results
- Energy above the lowest of the compared OMol25 structures with the same formula, charge and spin: 500.1 kJ/mol
- Total charge: 0
- Highest occupied orbital energy (spin up / spin down): -7.383 / -7.408 eV
- Orbital gap (spin up / spin down): 7.05 / 7.08 eV

The Mulliken scheme yields these atomic charges, measured in e:
1. H 0.339
2. C -0.207
3. H 0.310
4. C -0.206
5. H 0.381
6. H 0.309
7. C -1.209
8. H 0.345
9. C -0.568
10. H 0.312
11. H 0.197
12. O -0.245
13. C 0.105
14. H 0.137



The following is a quantum chemistry calculation of the molecule C5H8O, from OMol25.

CARTESIAN COORDINATES (ANGSTROEM)
H 0.8129 1.5112 0.8236
H 0.9189 0.4595 -1.9425
C 1.2985 0.6597 0.3401
C 0.7231 0.0320 -0.9467
H 1.0509 -1.3847 1.5015
O 1.4392 -1.1994 -0.6233
C 0.8273 -0.7555 0.6420
C -1.7152 0.2873 0.1702
H -2.3794 -0.1069 0.9493
H -1.4497 1.3177 0.4132
H 2.3868 0.7476 0.3194
H -2.2969 0.3005 -0.7593
C -0.5014 -0.5711 -0.1310
H -0.8281 -1.5816 -0.4123

Results
- Energy above the lowest of the compared OMol25 structures with the same formula, charge and spin: 312.0 kJ/mol
- Total charge: 0
- Highest occupied orbital energy: -9.456 eV
- Orbital gap: 10.55 eV

The Mulliken scheme yields these atomic charges, measured in e:
1. H 0.224
2. H 0.449
3. C -0.635
4. C -0.188
5. H 0.472
6. O -0.497
7. C -0.142
8. C -1.274
9. H 0.346
10. H 0.271
11. H 0.265
12. H 0.305
13. C -0.001
14. H 0.406



The following is a quantum chemistry calculation of the molecule C5H8O, from OMol25.

CARTESIAN COORDINATES (ANGSTROEM)
H -2.2563 0.1090 -1.0642
C -1.5631 -0.4438 -0.4081
O -0.6349 -1.1386 -1.0141
H -1.3690 1.5312 1.0408
H -0.4769 1.4206 -0.5391
C 0.2627 0.1300 0.9700
H 0.3525 -0.0271 2.0414
H 2.8470 -0.2962 -0.8782
H 1.6607 1.1189 -0.7724
C 0.9475 -0.7310 0.0475
C -0.7569 0.9098 0.3852
H 1.2437 -1.7300 0.3513
H -2.1293 -0.9285 0.4102
C 1.8723 0.0758 -0.5702

Results
- Energy above the lowest of the compared OMol25 structures with the same formula, charge and spin: 454.0 kJ/mol
- Total charge: 0
- Highest occupied orbital energy: -8.593 eV
- Orbital gap: 8.25 eV

The Mulliken scheme yields these atomic charges, measured in e:
1. H 0.328
2. C -0.288
3. O -0.595
4. H 0.414
5. H 0.229
6. C -0.238
7. H 0.339
8. H 0.290
9. H 0.221
10. C 0.203
11. C -0.736
12. H 0.303
13. H 0.278
14. C -0.747



The following is a quantum chemistry calculation of the molecule C5H8O, from OMol25.

CARTESIAN COORDINATES (ANGSTROEM)
H 0.6499 0.8225 2.2260
C -0.6590 1.5022 0.6890
H 0.4990 0.3004 -1.3390
H 1.4617 1.2395 0.7248
H 0.8762 -1.3912 1.1396
H -0.7576 -0.8392 0.7814
O -0.4013 -1.5561 -1.4866
H -2.7070 1.5554 -0.2732
C 0.5610 -0.7052 -0.8971
C 0.3022 -0.6314 0.6052
H -0.1989 -1.6137 -2.4279
C 0.5469 0.7969 1.1366
C -1.7530 1.6009 0.1948
H 1.5799 -1.0809 -1.0736

Results
- Energy above the lowest of the compared OMol25 structures with the same formula, charge and spin: 249.0 kJ/mol
- Structure (SMILES): C#CCCCO
- Total charge: 0
- Highest occupied orbital energy: -9.856 eV
- Orbital gap: 10.83 eV

The Mulliken scheme yields these atomic charges, measured in e:
1. H 0.317
2. C -0.449
3. H 0.329
4. H 0.293
5. H 0.371
6. H 0.354
7. O -0.522
8. H 0.372
9. C -0.454
10. C -0.631
11. H 0.300
12. C -0.622
13. C 0.037
14. H 0.305



The following is a quantum chemistry calculation of the molecule C5H8O in a non-equilibrium geometry, from OMol25.

CARTESIAN COORDINATES (ANGSTROEM)
H 0.3567 1.6574 -0.6413
H 1.1962 -1.0759 1.6575
C 0.9984 0.8648 -0.2974
H -1.6960 1.2658 -0.4302
H 0.5740 -0.5209 -2.0040
H -2.1361 -0.0992 0.5861
C 0.9408 -0.4501 -0.9838
C -1.4989 0.1968 -0.2491
O -0.6433 -0.6131 2.3625
C 0.1743 -0.6743 1.4728
C -0.0563 -0.1538 0.1119
H 1.8649 1.1076 0.3184
H 1.7255 -1.1695 -0.7474
H -1.8001 -0.3356 -1.1559

Results
- Energy above the lowest of the compared OMol25 structures with the same formula, charge and spin: 133.0 kJ/mol
- Structure (SMILES): CC1(C=O)CC1
- Total charge: 0
- Highest occupied orbital energy: -9.776 eV
- Orbital gap: 10.76 eV

The Mulliken scheme yields these atomic charges, measured in e:
1. H 0.255
2. H 0.311
3. C -0.742
4. H 0.323
5. H 0.257
6. H 0.355
7. C -0.677
8. C -1.335
9. O -0.520
10. C -0.205
11. C 1.119
12. H 0.284
13. H 0.250
14. H 0.325



The following is a quantum chemistry calculation of the molecule C5H8O, from OMol25.

CARTESIAN COORDINATES (ANGSTROEM)
C 1.2085 0.2279 0.9598
H -1.4056 0.3025 1.6095
H 0.8951 -1.0931 -1.4276
H 0.3993 -2.1718 -0.1043
C 2.4446 0.3427 0.5733
O -1.0920 -0.4893 1.1522
H 0.1879 1.4107 -1.3185
H -0.6906 1.9944 0.1003
H 1.1676 0.4157 2.0407
C -0.5554 1.1328 -0.5651
H -1.5081 0.9180 -1.0616
H -0.8251 -1.5218 -1.2195
C -0.0974 -0.0971 0.2225
C 0.1089 -1.2986 -0.6938

Results
- Energy above the lowest of the compared OMol25 structures with the same formula, charge and spin: 379.6 kJ/mol
- Total charge: 0
- Highest occupied orbital energy: -10.311 eV
- Orbital gap: 9.98 eV

The Mulliken scheme yields these atomic charges, measured in e:
1. C -0.393
2. H 0.375
3. H 0.385
4. H 0.358
5. C -0.327
6. O -0.575
7. H 0.363
8. H 0.387
9. H 0.288
10. C -1.397
11. H 0.363
12. H 0.370
13. C 1.252
14. C -1.448